{
  "formula": "C3H5Cl2NO5",
  "method": "ωB97M-V/def2-TZVPD",
  "species": ["N", "O", "O", "O", "C", "C", "C", "Cl", "Cl", "O", "O", "H", "H", "H", "H", "H"],
  "coordinates": [[-0.13172, 0.15538, 0.02412], [-0.76780, 0.50473, 1.02400], [1.09967, 0.25832, 0.00765], [-0.72861, -0.28402, -0.96376], [3.61948, -4.31100, 1.94506], [5.11610, -4.07722, 1.84250], [5.93273, -5.31240, 2.11949], [7.62467, -4.97385, 1.83015], [5.57772, -2.83106, 2.98997], [2.88152, -3.20295, 1.47341], [1.56756, -3.50016, 1.44641], [3.28958, -5.16832, 1.34670], [3.31273, -4.47552, 2.98403], [5.35031, -3.69427, 0.84037], [5.81384, -5.61931, 3.15970], [5.63901, -6.15783, 1.49445]],
  "forces_ev_per_angstrom": [[0.00, 0.07, -0.03], [0.55, -0.31, -0.80], [-1.05, -0.11, 0.03], [0.51, 0.33, 0.81], [-0.19, -1.35, 0.54], [-0.61, 0.28, -0.81], [-0.55, -0.57, 0.26], [0.69, -0.12, -0.13], [0.11, 0.73, 0.46], [-1.70, 0.61, -0.46], [1.74, 0.36, 0.07], [0.30, -0.01, 0.07], [0.19, -0.09, -0.08], [-0.02, -0.10, 0.22], [0.05, 0.07, -0.03], [-0.03, 0.20, -0.12]],
  "lumo_energy_ev": [-1.27, -4.37],
  "total_charge": 0,
  "gap_ev": [9.577, 6.651],
  "mol_weight_g_mol": 205.98,
  "total_energy_ha": -1468.30276,
  "max_force_ev_per_a": 1.9,
  "relative_energy_kcal_mol": 7.70
}